# C26H48AsBrN5O4PS3TeV

A molecular structure, C26H48AsBrN5O4PS3TeV (ωB97M-V with the def2-TZVPD basis set, the OMol25 dataset).

The geometry in XYZ format:
```
91
Properties=species:S:1:pos:R:3
V 0.76 -0.37 -0.13
O 4.64 -4.82 2.56
C 3.73 -3.98 2.03
C 3.48 -2.71 2.53
C 2.53 -1.92 1.90
N 1.85 -2.31 0.80
C 2.08 -3.55 0.40
Br 0.99 -4.24 -1.00
C 2.99 -4.43 0.95
H 5.09 -4.39 3.30
H 4.01 -2.32 3.39
H 2.32 -0.93 2.25
H 3.12 -5.43 0.56
S 2.86 0.82 0.56
C 2.80 2.58 0.46
C 4.01 3.23 0.18
C 4.11 4.61 0.13
C 2.98 5.40 0.36
C 1.77 4.77 0.62
C 1.66 3.38 0.67
S 0.07 2.72 1.09
H 4.88 2.62 0.01
H 5.06 5.07 -0.08
H 3.04 6.48 0.33
H 0.88 5.36 0.77
N -4.11 -1.48 1.29
C -3.50 -1.87 -0.02
C -2.32 -0.94 -0.31
N -1.08 -1.61 -0.68
H -4.85 -2.12 1.57
H -4.47 -0.53 1.26
H -3.37 -1.53 2.02
H -4.28 -1.81 -0.79
H -3.18 -2.91 0.10
H -2.11 -0.34 0.58
H -2.58 -0.22 -1.08
H -1.08 -1.87 -1.66
H -0.94 -2.46 -0.13
C 2.06 -1.54 -3.06
C 2.35 -1.32 -4.57
N 2.01 0.04 -4.98
C 2.74 0.97 -4.12
C 2.31 0.81 -2.65
N 1.39 -0.35 -2.49
C 0.19 -0.09 -3.31
C 0.58 0.25 -4.77
H 2.97 -1.71 -2.49
H 1.41 -2.40 -2.91
H 1.76 -2.02 -5.18
H 3.40 -1.50 -4.79
H 2.55 1.99 -4.48
H 3.80 0.77 -4.25
H 1.78 1.69 -2.27
H 3.16 0.65 -2.00
H -0.39 0.71 -2.85
H -0.43 -1.00 -3.30
H 0.35 1.30 -4.99
H 0.02 -0.37 -5.48
C -2.30 1.27 5.15
C -2.77 -0.02 4.51
O -2.18 -0.18 3.21
P -0.84 -1.09 3.01
O -0.18 -0.54 1.80
Te -1.55 -3.36 2.92
O 0.04 -0.77 4.30
C 0.14 -1.58 5.48
C 1.46 -2.32 5.49
H -2.79 1.40 6.11
H -2.55 2.11 4.51
H -1.22 1.26 5.29
H -3.85 -0.01 4.36
H -2.54 -0.89 5.13
H -0.70 -2.27 5.53
H 0.07 -0.88 6.32
H 1.49 -3.03 4.66
H 1.56 -2.88 6.43
H 2.29 -1.63 5.40
C -5.11 1.82 -4.23
As -3.55 1.42 -3.11
C -4.20 2.27 -1.46
C -2.41 2.88 -3.72
S -0.46 1.75 -0.67
H -5.36 2.88 -4.17
H -5.96 1.23 -3.91
H -4.89 1.57 -5.27
H -4.58 3.27 -1.67
H -3.36 2.34 -0.76
H -5.00 1.67 -1.03
H -2.97 3.81 -3.76
H -2.03 2.65 -4.72
H -1.57 2.98 -3.03
```

Properties
HOMO (alpha / beta): -0.217 / -0.231 Eh
E_LUMO (alpha / beta): -0.5 / -0.5 eV
2S+1: 4
M: 955.25 u
HOMO-LUMO gap (alpha / beta): 5.447 / 5.834 eV

---

# C4H13N2OS

A molecular structure, C4H13N2OS at a distorted geometry (ωB97M-V with the def2-TZVPD basis set, the OMol25 dataset).

The geometry in XYZ format:
```
21
Properties=species:S:1:pos:R:3
N 0.31 0.92 -0.54
C 0.06 -0.41 0.08
C -0.26 -1.43 -0.99
S 0.97 -1.53 -2.34
C -1.08 -0.27 1.10
N 0.45 1.04 3.39
C 1.50 1.39 2.69
H 0.74 0.73 -1.45
H 1.02 1.38 0.02
H 0.96 -0.75 0.64
H -0.32 -2.40 -0.51
H -1.24 -1.17 -1.44
H -1.71 0.57 0.82
H -0.71 -0.12 2.11
H -1.69 -1.18 1.18
H 2.17 0.64 2.25
H 1.84 2.44 2.68
H 0.17 1.21 2.22
H -1.22 0.41 -4.10
H -0.58 -0.92 -3.66
O -1.36 -0.53 -4.15
```

Properties
HOMO: -0.118 Eh
E_LUMO: 2.9 eV
M: 137.23 u
charge: -1
energy above the lowest of the compared OMol25 structures with the same formula, charge and spin: 91.45 kcal/mol
HOMO-LUMO gap: 6.120 eV

---

# C4H6IN2

A molecular structure, C4H6IN2 at a distorted geometry (ωB97M-V with the def2-TZVPD basis set, the OMol25 dataset).

The geometry in XYZ format:
```
13
Properties=species:S:1:pos:R:3
C 0.61 1.89 -0.55
C 0.16 0.50 -0.64
C 2.02 -1.15 -0.25
C -0.22 -1.89 -0.08
N 1.65 2.27 0.09
N 0.77 -0.70 -0.24
I 3.53 0.15 0.18
H -0.03 2.52 -1.19
H -0.69 0.39 -1.24
H -1.14 -1.70 -0.56
H 0.33 -2.76 -0.52
H -0.44 -2.06 0.93
H 2.03 3.26 0.18
```

Properties
HOMO (alpha / beta): -0.489 / -0.497 Eh
E_LUMO (alpha / beta): -7.1 / -6.3 eV
M: 209.01 u
charge: +1
energy above the lowest of the compared OMol25 structures with the same formula, charge and spin: 130.47 kcal/mol
HOMO-LUMO gap (alpha / beta): 6.244 / 7.218 eV

---

# C6H24ClN12O6

7 unconnected molecules or ions with the total composition C6H24ClN12O6 at a distorted geometry (ωB97M-V with the def2-TZVPD basis set, the OMol25 dataset).

The geometry in XYZ format:
```
49
Properties=species:S:1:pos:R:3
Cl -0.27 0.53 0.16
C -3.14 3.56 -2.75
O -3.87 4.29 -3.36
N -1.95 3.93 -2.40
N -3.41 2.38 -2.27
H -1.33 3.25 -1.98
H -1.61 4.76 -2.86
H -4.01 1.67 -2.66
H -2.70 2.13 -1.59
C 0.06 5.00 3.11
O 0.44 6.06 3.72
N 0.35 3.74 3.45
N -0.57 5.11 1.98
H 0.10 3.07 2.74
H 0.85 3.59 4.31
H -0.95 6.02 1.76
H -0.79 4.27 1.46
C 4.14 -0.05 4.49
O 3.56 0.28 5.46
N 5.39 -0.39 4.56
N 3.64 0.04 3.27
H 5.92 -0.37 3.70
H 5.81 -0.08 5.43
H 2.73 0.35 2.99
H 4.28 -0.39 2.61
C 3.37 -3.21 -1.18
O 3.81 -4.17 -1.85
N 3.24 -2.07 -1.72
N 2.86 -3.31 -0.02
H 2.47 -1.53 -1.36
H 3.45 -1.94 -2.70
H 3.02 -4.15 0.52
H 2.41 -2.50 0.38
C -1.74 -1.96 -4.80
O -1.76 -2.55 -5.88
N -1.21 -0.76 -4.62
N -2.10 -2.47 -3.72
H -0.75 -0.38 -5.44
H -1.13 -0.44 -3.67
H -1.79 -2.06 -2.85
H -2.61 -3.34 -3.74
C -3.44 -3.65 1.10
O -4.38 -4.49 1.28
N -2.35 -3.84 0.41
N -3.38 -2.34 1.27
H -1.74 -3.05 0.29
H -2.20 -4.77 0.04
H -4.14 -2.01 1.85
H -2.55 -1.80 1.07
```

Properties
HOMO: -0.242 Eh
E_LUMO: 2.0 eV
M: 395.79 u
charge: -1
energy above the lowest of the compared OMol25 structures with the same formula, charge and spin: 116.08 kcal/mol
HOMO-LUMO gap: 8.562 eV